1.
Density functional theory data (the ωB97M-V functional and the def2-TZVPD basis) for the molecule C5H9NO2S in a non-equilibrium geometry.

Last column: natural (NBO) charge in e.
Element x y z (Å)
S1 1.13019 1.77342 0.62736  -0.031
O1 -3.20916 1.16067 -0.32774  -0.584
O2 -0.18444 -1.96024 0.48998  -0.702
N1 -0.98393 0.81473 -0.86548  -0.646
C1 -2.07611 0.85876 -0.05724  0.681
C2 0.24414 0.40003 -0.14338  0.001
C3 -0.25723 -0.55203 0.89154  0.054
C4 1.26731 -0.20148 -1.12535  -0.621
C5 -1.63374 0.08016 1.17904  -0.530
H1 0.16061 -0.62192 1.87464  0.215
H2 -2.32586 -0.72520 1.37322  0.243
H3 1.21825 2.58480 -0.44949  0.126
H4 2.07468 -0.37208 -0.51312  0.223
H5 -1.53291 0.76212 1.98073  0.245
H6 0.91366 -1.21559 -1.40514  0.229
H7 -0.90140 -2.12758 -0.10203  0.466
H8 -0.90668 1.30963 -1.81596  0.418
H9 1.57397 0.46316 -1.93127  0.214

Its net charge is 0. Its spin multiplicity is 1. The structure (SMILES) is C[C@@]1(S)NC(=O)C[C@H]1O. As for the HOMO-LUMO gap: 10.03 eV. Its strongest force on any atom is 3.3 eV Å⁻¹.

***

2.
Density functional theory data (the ωB97M-V functional and the def2-TZVPD basis) for a cluster of 2 separate species, C5H9NO2S in total in a non-equilibrium geometry.

Last column: natural (NBO) charge in e.
Element x y z (Å)
S1 1.21887 1.27860 -0.91004  -0.187
O1 3.14441 -0.32178 1.11039  -0.521
O2 3.62794 -0.77816 -1.06720  -0.512
N1 -1.01150 1.15478 0.68839  -0.625
C1 -1.23071 -0.91048 -0.37126  -0.439
C2 3.35874 -0.51301 0.01748  1.028
C3 -0.01972 -0.90283 0.42751  -0.428
C4 -1.95258 0.38483 -0.05916  -0.228
C5 0.20248 0.64122 0.56309  -0.059
H1 -0.96849 2.20376 0.45213  0.385
H2 -1.07095 -0.92138 -1.48161  0.222
H3 0.22465 1.11009 -1.78181  0.115
H4 -2.29079 1.07904 -0.95046  0.190
H5 -0.20407 -1.25135 1.53635  0.217
H6 -1.93985 -1.87944 -0.10273  0.219
H7 0.81984 0.98137 1.27974  0.198
H8 0.90166 -1.42419 0.04340  0.228
H9 -2.80992 0.06896 0.60579  0.196

Its net charge is 0. Its spin multiplicity is 1. The structure (SMILES) is S[C@@H]1CCCN1.O=C=O. As for the HOMO-LUMO gap: 9.19 eV. Its strongest force on any atom is 5.1 eV Å⁻¹.

***

3.
Density functional theory data (the ωB97M-V functional and the def2-TZVPD basis) for a structure of composition C5H9NO2S in a non-equilibrium geometry.

Last column: Mulliken spin population.
Element x y z (Å)
S1 -0.04884 0.59578 1.73177  0.480
O1 -0.31242 -0.75181 2.17134  0.101
O2 -1.02916 1.63607 1.69140  0.120
N1 1.38037 1.27690 2.67334  0.671
C1 1.25307 0.88670 0.61116  0.426
C2 -0.74125 -0.66052 -1.34281  0.018
C3 -2.10636 -1.17721 -1.60793  -0.002
C4 2.03306 1.47005 1.53125  0.174
C5 0.30901 -1.26118 -1.87911  0.016
H1 1.30597 1.03118 -0.46999  0.018
H2 -2.74613 -0.81561 -2.41263  0.000
H3 2.93822 1.98683 1.53256  -0.051
H4 -2.74384 -1.16457 -0.76942  0.002
H5 -0.64785 0.31024 -0.94063  -0.015
H6 0.15062 -2.18804 -2.29856  0.002
H7 1.30326 -0.70156 -1.88140  -0.005
H8 1.61486 1.85405 3.43812  0.043
H9 -1.91260 -2.32730 -1.77845  0.000

Its net charge is 0. Its spin multiplicity is 3. As for the HOMO-LUMO gap (spin up / spin down): 4.58 / 6.94 eV. Its strongest force on any atom is 5.9 eV Å⁻¹.

***

4.
Density functional theory data (the ωB97M-V functional and the def2-TZVPD basis) for a structure of composition C5H9NO3 in a non-equilibrium geometry.

Last column: natural (NBO) charge in e.
Element x y z (Å)
O1 -2.07573 -0.73192 1.36535  -0.630
O2 -0.57328 1.93995 -0.33997  -0.557
O3 0.92560 -1.20351 -1.18762  -0.534
N1 0.54117 -1.08376 1.09728  -0.788
C1 2.11106 0.52490 0.03960  -0.732
C2 1.07531 -0.54573 -0.17796  0.711
C3 -0.94063 0.79256 -0.36418  0.501
C4 -1.75191 0.17631 -1.46230  -0.751
C5 -1.08531 -0.05647 1.21750  0.337
H1 0.13343 -2.00626 0.98650  0.423
H2 -0.74998 0.72586 1.91607  0.127
H3 2.94135 0.12610 0.62424  0.238
H4 -2.17395 -0.79642 -1.22720  0.244
H5 1.09853 -0.98963 1.93964  0.409
H6 2.46320 0.87598 -0.92638  0.253
H7 -2.54040 0.86655 -1.75848  0.242
H8 -1.09255 0.00905 -2.31698  0.249
H9 1.69407 1.37643 0.57489  0.257

Its net charge is 0. Its spin multiplicity is 1. As for the HOMO-LUMO gap: 8.30 eV. Its strongest force on any atom is 3.7 eV Å⁻¹.

***

5.
Density functional theory data (the ωB97M-V functional and the def2-TZVPD basis) for a cluster of 2 separate species, C5H9NO4 in total in a non-equilibrium geometry.

Last column: natural (NBO) charge in e.
Element x y z (Å)
O1 2.78880 0.78092 -0.23847  -0.620
O2 -0.87263 1.81639 -0.43797  -0.511
O3 -0.72496 -1.64176 1.27473  -0.551
O4 0.02292 0.05737 2.84596  -1.004
N1 1.23104 0.73102 -1.89247  -0.598
C1 -1.24656 -0.08973 0.90931  0.007
C2 2.41985 1.06243 -1.37582  0.527
C3 -1.92100 -1.37962 0.58308  -0.091
C4 -0.61248 0.65046 -0.24909  0.544
C5 0.29558 -0.12141 -1.20426  -0.344
H1 3.05041 1.65529 -2.06170  0.120
H2 -0.35071 -0.60914 -1.94619  0.227
H3 0.96056 1.14819 -2.77309  0.406
H4 -1.93229 0.58084 1.44561  0.249
H5 -2.83194 -1.57593 1.15854  0.193
H6 0.03436 -1.07568 2.57586  0.533
H7 0.83070 -0.91330 -0.66450  0.256
H8 0.74820 0.61597 2.51479  0.484
H9 -1.88986 -1.69231 -0.46431  0.170

Its net charge is 0. Its spin multiplicity is 1. The structure (SMILES) is O=CNCC(=O)[C@H]1CO1.O. As for the HOMO-LUMO gap: 9.99 eV. Its strongest force on any atom is 5.4 eV Å⁻¹.

***

6.
Density functional theory data (the ωB97M-V functional and the def2-TZVPD basis) for the molecule C5H9NO4 in a non-equilibrium geometry.

Last column: natural (NBO) charge in e.
Element x y z (Å)
O1 -1.79449 -1.24372 -0.05654  -0.530
O2 1.23662 0.25667 0.25657  -0.523
O3 0.00476 -2.55412 -0.07131  -0.675
O4 0.49507 -0.42641 2.35921  -0.720
N1 0.19194 0.40943 -1.71653  -0.393
C1 0.28757 -0.16163 -0.59766  0.418
C2 -0.67707 -0.07824 -2.76157  -0.447
C3 0.93273 0.65407 1.60573  0.385
C4 -0.60275 -1.33941 -0.18718  0.711
C5 -0.11069 1.74700 1.63347  -0.662
H1 -1.32393 0.74458 -3.09480  0.217
H2 0.19391 2.56688 0.97198  0.230
H3 -1.32137 -0.92808 -2.48280  0.186
H4 0.99462 -1.25465 2.14523  0.483
H5 1.90306 1.02279 1.96521  0.159
H6 -0.20209 2.12427 2.65939  0.229
H7 -1.08557 1.36431 1.30647  0.232
H8 -0.06251 -0.37789 -3.62229  0.208
H9 0.94021 -2.52583 -0.31258  0.490

Its net charge is 0. Its spin multiplicity is 1. The structure (SMILES) is C/N=C(/O[C@@H](C)O)C(=O)O. As for the HOMO-LUMO gap: 10.34 eV. Its strongest force on any atom is 1.3 eV Å⁻¹.

***

7.
Density functional theory data (the ωB97M-V functional and the def2-TZVPD basis) for the molecule C5H9NO6 in a non-equilibrium geometry.

Last column: natural (NBO) charge in e.
Element x y z (Å)
O1 1.08162 0.12600 -0.35758  -0.220
O2 -1.79546 0.84772 -1.57789  -0.504
O3 3.07120 1.73041 -2.45946  -0.274
O4 0.26002 -1.55885 1.47710  -0.686
O5 1.80563 1.31787 -0.79639  -0.164
O6 -0.04512 -2.66326 -0.68127  -0.708
N1 2.75035 0.86377 -1.68022  0.374
C1 -0.11561 0.53572 0.26951  0.097
C2 0.16376 1.49700 1.41493  -0.647
C3 -1.10581 -1.80564 -0.38074  -0.087
C4 -0.69225 -0.84542 0.73490  0.084
C5 -0.84381 1.22527 -0.90058  0.428
H1 -0.29677 2.17294 -1.12801  0.128
H2 -0.73573 1.59211 2.03723  0.223
H3 0.28125 -1.23152 2.39046  0.470
H4 0.36303 2.48601 1.00001  0.229
H5 -1.44761 -1.25112 -1.26111  0.201
H6 1.02440 1.19419 2.02272  0.240
H7 -1.58006 -0.67876 1.37997  0.182
H8 -0.21559 -3.12919 -1.51543  0.474
H9 -1.92744 -2.42524 0.01184  0.160

Its net charge is 0. Its spin multiplicity is 1. The structure (SMILES) is C[C@@](C=O)(OON=O)[C@H](O)CO. As for the HOMO-LUMO gap: 9.48 eV. Its strongest force on any atom is 3.2 eV Å⁻¹.

***

8.
Density functional theory data (the ωB97M-V functional and the def2-TZVPD basis) for a cluster of 2 separate species, C5H9NO7 in total in a non-equilibrium geometry.

Last column: natural (NBO) charge in e.
Element x y z (Å)
O1 -0.48781 1.51593 1.42970  -0.711
O2 -2.24752 -0.18623 -0.96165  -0.595
O3 1.77914 -0.11781 1.88931  -0.709
O4 -1.50735 1.65376 -2.82540  -0.557
O5 0.64462 2.45812 -2.85525  -0.467
O6 0.81232 0.04732 -1.49684  -0.514
O7 -0.20553 -2.06311 1.36645  -0.749
N1 -1.82711 0.12040 0.31656  -0.351
C1 1.52730 -0.63668 0.59000  -0.051
C2 -0.44456 2.10644 -2.85592  1.063
C3 0.62515 0.20694 -0.33700  0.557
C4 0.98324 -2.04677 0.68694  -0.067
C5 -0.64371 0.97011 0.26666  0.184
H1 1.78161 -2.65893 1.28759  0.170
H2 0.91929 -2.45017 -0.36163  0.186
H3 -2.14685 0.76402 -1.61521  0.463
H4 2.01300 -0.89087 2.33205  0.479
H5 0.20297 0.97475 1.96337  0.519
H6 -0.91054 -1.50380 0.97642  0.500
H7 -2.56673 0.65493 0.77255  0.355
H8 2.45258 -0.77950 -0.04133  0.191
H9 -0.75352 1.86115 -0.52736  0.104

Its net charge is 0. Its spin multiplicity is 1. The structure (SMILES) is O=C([C@H](O)NO)[C@@H](O)CO.O=C=O. As for the HOMO-LUMO gap: 10.04 eV. Its strongest force on any atom is 5.7 eV Å⁻¹.